Molecular formula: C52H103Br2ClF2N7O3P
Method: DFT, ωB97M-V/def2-TZVPD

## Properties
Expectation value of S²: 3.76
E_LUMO (spin up / spin down): -3.25 / -3.25 eV
Total charge: +1
Energy: -239486.638 eV
HOMO-LUMO gap (spin up / spin down): 6.441 / 7.310 eV
Multiplicity: 4
Strongest force on any atom: 2.9 eV/A

Atoms and positions in Å:
C1 0.94 1.58 4.03
C2 -0.05 2.69 3.61
C3 -0.75 2.29 2.28
C4 -2.21 1.80 2.49
C5 -3.02 2.03 1.21
C6 -2.63 1.04 0.08
C7 -2.49 1.72 -1.28
C8 -1.21 2.57 -1.37
C9 0.00 1.64 -1.56
C10 1.14 2.22 -2.42
C11 0.63 2.50 -3.85
C12 -0.42 1.54 -4.39
F1 0.15 3.79 -3.98
C13 1.77 3.47 -1.77
C14 1.69 3.58 -0.25
C15 1.72 5.05 0.25
C16 2.91 5.34 1.17
Br1 2.40 6.54 2.62
N1 3.20 3.30 -2.17
P1 3.75 3.98 -3.66
N2 4.55 5.30 -3.36
C17 3.37 1.92 -1.95
N3 4.47 1.49 -1.41
C18 5.59 2.39 -1.09
C19 5.52 2.99 0.32
F2 6.65 2.59 1.01
C20 4.64 0.07 -1.06
C21 4.62 -0.15 0.45
C22 3.20 0.05 1.01
Cl1 2.79 -1.28 2.12
N4 2.25 1.23 -2.28
C23 2.33 0.08 -3.21
C24 1.78 -1.22 -2.56
C25 0.78 -1.99 -3.43
Br2 -0.92 -2.22 -2.47
H1 0.64 0.60 3.69
H2 1.88 1.79 3.53
H3 1.16 1.59 5.09
H4 0.55 3.56 3.36
H5 -0.78 2.92 4.37
H6 -0.83 3.21 1.70
H7 -0.18 1.53 1.75
H8 -2.18 0.73 2.69
H9 -2.63 2.39 3.29
H10 -2.93 3.05 0.86
H11 -4.08 1.86 1.39
H12 -3.38 0.26 0.03
H13 -1.67 0.58 0.31
H14 -2.44 0.96 -2.06
H15 -3.34 2.35 -1.53
H16 -1.36 3.27 -2.19
H17 -1.11 3.16 -0.47
H18 -0.30 0.65 -1.89
H19 0.45 1.50 -0.58
H20 1.48 2.42 -4.53
H21 -0.34 1.57 -5.47
H22 -0.25 0.52 -4.08
H23 -1.41 1.88 -4.09
H24 1.46 4.45 -2.13
H25 0.79 3.15 0.16
H26 2.51 3.07 0.26
H27 1.71 5.76 -0.57
H28 0.84 5.22 0.86
H29 3.69 5.82 0.60
H30 3.28 4.44 1.65
H31 4.62 3.00 -4.17
H32 2.69 4.27 -4.53
H33 4.11 6.06 -3.87
H34 6.48 1.78 -1.14
H35 5.72 3.15 -1.85
H36 5.52 4.07 0.32
H37 4.67 2.57 0.83
H38 3.90 -0.58 -1.48
H39 5.62 -0.23 -1.40
H40 4.87 -1.19 0.58
H41 5.38 0.41 0.98
H42 3.16 0.99 1.56
H43 2.45 0.06 0.23
H44 3.38 -0.10 -3.40
H45 1.88 0.27 -4.18
H46 1.38 -0.97 -1.59
H47 2.62 -1.89 -2.36
H48 1.14 -2.99 -3.56
H49 0.59 -1.54 -4.40
C26 5.78 -1.21 7.14
C27 4.68 -0.38 6.42
C28 5.32 0.66 5.49
C29 5.92 1.85 6.23
C30 4.89 2.48 7.17
C31 4.27 1.47 8.13
N5 3.77 0.26 7.41
O1 2.65 0.55 6.83
C32 5.33 1.09 9.19
C33 3.15 2.13 8.92
C34 3.93 -1.38 5.55
H50 5.71 -2.27 6.90
H51 6.79 -0.88 6.88
H52 5.69 -1.17 8.23
H53 4.56 1.04 4.80
H54 6.09 0.18 4.88
H55 6.81 1.55 6.79
H56 6.26 2.60 5.51
H57 5.35 3.29 7.74
H58 4.10 2.94 6.56
H59 4.96 0.29 9.84
H60 5.54 1.95 9.83
H61 6.28 0.78 8.77
H62 2.38 2.56 8.27
H63 3.55 2.94 9.52
H64 2.67 1.42 9.59
H65 3.42 -2.13 6.15
H66 4.64 -1.90 4.90
H67 3.20 -0.90 4.90
C35 0.78 -7.71 -7.73
C36 -0.43 -6.85 -8.21
C37 0.06 -5.64 -9.02
C38 0.69 -4.54 -8.16
C39 -0.27 -4.12 -7.05
C40 -0.74 -5.31 -6.20
N6 -1.26 -6.42 -7.05
O2 -2.44 -6.11 -7.46
C41 0.43 -5.78 -5.32
C42 -1.81 -4.84 -5.22
C43 -1.21 -7.75 -9.16
H68 0.73 -8.72 -8.13
H69 1.74 -7.28 -8.03
H70 0.80 -7.84 -6.65
H71 -0.78 -5.21 -9.57
H72 0.78 -5.97 -9.77
H73 1.64 -4.87 -7.75
H74 0.91 -3.67 -8.79
H75 0.21 -3.38 -6.40
H76 -1.14 -3.63 -7.50
H77 0.17 -6.69 -4.77
H78 0.67 -5.01 -4.57
H79 1.35 -5.95 -5.87
H80 -2.66 -4.37 -5.71
H81 -1.39 -4.10 -4.53
H82 -2.19 -5.67 -4.62
H83 -1.63 -8.61 -8.62
H84 -0.55 -8.12 -9.94
H85 -2.03 -7.23 -9.65
C44 -10.66 -0.82 1.71
C45 -9.55 0.15 1.22
C46 -8.65 -0.54 0.19
C47 -7.68 -1.56 0.80
C48 -6.87 -0.92 1.92
C49 -7.75 -0.26 2.99
N7 -8.76 0.66 2.39
O3 -8.16 1.76 2.05
C50 -8.44 -1.37 3.81
C51 -6.87 0.47 4.00
C52 -10.29 1.28 0.51
H86 -11.65 -0.43 1.48
H87 -10.58 -1.81 1.26
H88 -10.66 -0.95 2.79
H89 -8.06 0.21 -0.34
H90 -9.27 -1.03 -0.56
H91 -8.23 -2.43 1.17
H92 -7.01 -1.93 0.03
H93 -6.24 -1.68 2.39
H94 -6.20 -0.18 1.48
H95 -9.15 -0.95 4.52
H96 -7.69 -1.92 4.39
H97 -8.94 -2.12 3.20
H98 -6.22 1.21 3.54
H99 -6.22 -0.24 4.51
H100 -7.47 0.97 4.76
H101 -10.91 1.84 1.21
H102 -10.93 0.86 -0.26
H103 -9.61 1.98 0.03



Molecular formula: C52H104Cl4O42Ti
Method: DFT, ωB97M-V/def2-TZVPD

## Properties
E_LUMO: -2.76 eV
Total charge: 0
Energy: -214784.013 eV
HOMO-LUMO gap: 6.344 eV
Strongest force on any atom: 5.0 eV/A

Atoms and positions in Å:
Ti1 3.12 1.84 2.30
Cl1 4.99 -0.87 2.56
O1 5.46 -1.26 3.86
O2 4.04 -1.82 2.04
O3 4.19 0.37 2.96
O4 5.96 -0.39 1.59
Cl2 3.48 3.41 -4.03
O5 4.26 3.91 -2.89
O6 2.21 3.00 -3.52
O7 3.55 4.41 -5.11
O8 4.25 2.27 -4.53
Cl3 3.52 1.81 7.12
O9 2.91 3.06 6.68
O10 4.37 1.21 6.09
O11 4.35 2.15 8.22
O12 2.52 0.84 7.47
Cl4 0.74 0.30 0.48
O13 2.04 0.65 1.30
O14 1.15 -0.50 -0.57
O15 -0.12 -0.37 1.38
O16 0.14 1.48 0.02
O17 4.12 2.91 3.41
C1 5.06 2.81 4.25
O18 5.86 1.81 4.19
C2 7.05 1.78 4.99
C3 8.28 2.33 4.30
C4 5.23 4.11 4.99
H1 7.15 0.76 5.35
H2 6.79 2.31 5.93
H3 9.17 2.02 4.83
H4 8.33 3.44 4.26
H5 8.42 2.03 3.26
H6 4.49 4.23 5.78
H7 4.95 4.88 4.23
H8 6.25 4.22 5.28
O19 1.09 -5.72 -0.86
C5 0.15 -5.03 -1.22
O20 -1.13 -5.50 -1.33
C6 -1.29 -6.90 -1.05
C7 -2.74 -7.17 -1.06
C8 0.18 -3.52 -1.24
H9 -0.77 -7.13 -0.10
H10 -0.73 -7.46 -1.79
H11 -3.19 -7.10 -2.02
H12 -3.31 -6.55 -0.37
H13 -2.99 -8.21 -0.64
H14 0.36 -3.21 -0.18
H15 -0.72 -3.07 -1.59
H16 1.03 -3.21 -1.89
O21 -4.69 -0.52 -1.09
C9 -5.06 -0.72 -2.23
O22 -4.32 -1.27 -3.22
C10 -2.96 -1.57 -2.91
C11 -2.16 -0.27 -2.77
C12 -6.39 -0.28 -2.75
H17 -2.68 -2.28 -3.71
H18 -2.99 -2.09 -1.96
H19 -1.10 -0.55 -2.70
H20 -2.52 0.29 -1.87
H21 -2.31 0.30 -3.69
H22 -6.33 0.59 -3.44
H23 -7.06 -0.04 -1.92
H24 -6.75 -1.08 -3.35
O23 -0.69 1.32 -7.98
C13 0.01 2.24 -7.58
O24 1.08 2.04 -6.79
C14 1.34 0.76 -6.17
C15 0.57 0.55 -4.87
C16 -0.20 3.73 -7.86
H25 2.39 0.89 -5.85
H26 1.21 -0.06 -6.86
H27 -0.50 0.59 -5.13
H28 0.78 1.29 -4.05
H29 0.80 -0.47 -4.48
H30 -1.02 3.89 -8.56
H31 0.75 4.10 -8.13
H32 -0.36 4.21 -6.93
O25 -1.72 2.38 2.68
C17 -2.37 2.02 1.72
O26 -2.82 2.90 0.79
C18 -2.68 4.28 1.10
C19 -3.46 4.95 -0.10
C20 -2.83 0.63 1.28
H33 -1.65 4.53 1.20
H34 -3.14 4.40 2.09
H35 -4.30 4.32 -0.37
H36 -2.77 5.12 -0.90
H37 -3.92 5.94 0.10
H38 -2.30 -0.13 1.85
H39 -2.67 0.51 0.18
H40 -3.93 0.49 1.47
O27 4.53 2.14 0.97
C21 4.87 1.60 -0.13
O28 4.06 0.74 -0.69
C22 4.31 0.02 -1.95
C23 3.06 -0.61 -2.51
C24 6.22 1.86 -0.67
H41 5.12 -0.73 -1.84
H42 4.69 0.78 -2.57
H43 2.83 -1.51 -1.88
H44 3.14 -0.83 -3.61
H45 2.23 0.05 -2.42
H46 6.16 2.43 -1.57
H47 6.70 0.92 -0.87
H48 6.87 2.30 0.05
O29 0.87 -3.33 1.95
C25 1.06 -4.24 2.70
O30 0.12 -4.95 3.32
C26 -1.20 -4.61 2.86
C27 -2.31 -5.48 3.47
C28 2.43 -4.83 2.81
H49 -1.13 -4.72 1.79
H50 -1.50 -3.58 3.12
H51 -2.06 -5.50 4.55
H52 -2.33 -6.50 3.07
H53 -3.29 -5.00 3.35
H54 3.27 -4.21 2.95
H55 2.55 -5.46 1.91
H56 2.41 -5.52 3.65
O31 1.64 1.72 3.71
C29 0.80 1.32 4.61
O32 0.73 0.09 4.89
C30 1.45 -1.05 4.29
C31 2.48 -1.64 5.16
C32 -0.06 2.28 5.35
H57 1.78 -0.74 3.35
H58 0.54 -1.60 4.03
H59 3.20 -0.86 5.44
H60 3.09 -2.25 4.60
H61 2.11 -2.11 6.09
H62 -0.43 1.94 6.31
H63 -0.86 2.50 4.59
H64 0.45 3.21 5.48
O33 -5.02 -5.61 1.19
C33 -5.34 -4.60 0.65
O34 -6.58 -4.11 0.73
C34 -7.49 -4.89 1.51
C35 -8.93 -4.64 1.09
C36 -4.46 -3.76 -0.17
H65 -7.38 -4.71 2.57
H66 -7.32 -5.96 1.38
H67 -9.15 -3.59 1.23
H68 -9.59 -5.28 1.66
H69 -9.09 -4.86 0.02
H70 -4.72 -2.69 -0.14
H71 -4.47 -4.16 -1.20
H72 -3.42 -3.77 0.22
O35 2.33 3.46 1.53
C37 1.62 4.46 1.76
O36 1.47 5.38 0.85
C38 1.96 5.30 -0.56
C39 2.53 6.58 -1.08
C40 0.77 4.49 3.03
H73 1.14 5.05 -1.20
H74 2.73 4.51 -0.57
H75 3.35 6.96 -0.51
H76 1.77 7.35 -1.02
H77 2.74 6.40 -2.15
H78 1.25 4.11 3.95
H79 0.01 3.72 2.79
H80 0.19 5.41 3.13
O37 -0.22 -3.15 -5.25
C41 0.23 -2.85 -6.32
O38 1.53 -3.07 -6.66
C42 2.41 -3.29 -5.49
C43 2.41 -4.79 -5.25
C44 -0.61 -2.29 -7.41
H81 2.03 -2.70 -4.64
H82 3.38 -2.99 -5.82
H83 3.22 -5.23 -4.66
H84 2.32 -5.12 -6.31
H85 1.39 -4.98 -4.87
H86 -0.74 -1.22 -7.04
H87 -1.58 -2.73 -7.49
H88 -0.06 -2.28 -8.37
O39 -5.32 -3.05 3.27
C45 -5.84 -2.16 3.89
O40 -5.35 -1.74 5.09
C46 -4.02 -2.20 5.46
C47 -3.00 -1.53 4.49
C48 -7.14 -1.52 3.51
H89 -4.04 -3.31 5.33
H90 -3.78 -1.89 6.48
H91 -3.12 -1.85 3.46
H92 -1.99 -1.85 4.75
H93 -3.14 -0.46 4.59
H94 -7.23 -0.58 3.98
H95 -7.95 -2.20 3.79
H96 -7.01 -1.39 2.44
O41 -1.42 3.93 -5.09
C49 -1.19 4.11 -3.90
O42 -0.66 5.26 -3.49
C50 -0.14 6.16 -4.47
C51 -0.21 7.62 -3.94
C52 -1.59 3.13 -2.85
H97 -0.73 5.98 -5.37
H98 0.91 5.83 -4.55
H99 -1.19 7.67 -3.45
H100 -0.04 8.24 -4.81
H101 0.55 7.89 -3.19
H102 -2.63 2.98 -2.80
H103 -1.29 3.54 -1.83
H104 -1.15 2.13 -2.99